1.
Molecular formula: C4H12N2S
Method: DFT, ωB97M-V/def2-TZVPD

```
19
Properties=species:S:1:pos:R:3:forces:R:3:mulliken_charge:R:1
H -0.979837 0.138764 1.989830 0.0 -0.6 0.0 0.39
C -0.915562 -0.526659 1.121594 -1.7 2.1 -3.4 -0.88
H -0.989220 1.281902 -2.698024 -0.3 0.0 -0.1 0.13
H 0.033443 -1.373508 -1.155292 -0.3 0.3 -0.3 0.36
H 2.934691 0.483213 1.331455 -0.1 -0.7 -0.3 0.31
H -2.946867 -0.607909 1.375680 -0.1 -0.2 0.0 0.24
H 0.972373 -0.117854 -1.859930 -0.6 0.6 0.2 0.41
H 2.952802 0.800392 -0.449375 -0.3 -0.7 1.3 0.28
C 2.377060 0.276438 0.407248 0.4 4.7 -1.3 -1.02
C 0.009827 -0.282694 -1.347779 -0.4 -1.3 0.1 -0.92
H 1.124363 1.523753 1.355624 -1.1 -0.1 0.0 0.29
N -2.285207 -1.116454 0.802701 1.0 0.9 2.7 -0.55
H -0.236079 -1.279954 1.173181 1.8 -2.5 1.1 0.39
H -1.104058 1.223342 -0.095542 2.7 -1.3 -0.3 0.24
N 1.088050 1.013719 0.488721 -0.7 -1.1 -0.7 -0.33
H -2.728339 -1.202440 -0.077718 0.6 0.3 -1.4 0.22
S -1.447641 0.051648 -2.407930 0.8 -0.1 -0.4 -0.23
C -0.215866 0.397559 -0.019432 -1.4 2.6 2.8 0.29
H 2.356067 -0.683256 0.064990 -0.4 -3.0 -0.1 0.36
```
Forces are in eV/Å.

Output
SMILES string: CN[C@H](CN)CS
Frontier orbital gap, Eh: 0.32918
LUMO, Ha: 0.0345



2.
Molecular formula: C38H52ClGe2N5OPtS4Se
Method: DFT, ωB97M-V/def2-TZVPD

```
105
Properties=species:S:1:pos:R:3:forces:R:3:mulliken_charge:R:1
H 0.184251 -3.728461 -4.147028 0.0 0.0 0.0 0.45
H -3.137534 3.620270 -3.381058 0.0 0.0 0.0 0.49
H 5.289646 -0.344897 0.824762 0.0 0.0 0.0 0.34
C 3.537157 -6.226092 1.514139 -0.1 0.0 0.0 -0.49
C 1.150992 0.853290 -4.222132 0.0 0.0 0.0 -0.59
C -4.116187 4.277376 -0.109361 0.0 -0.1 0.0 1.54
N -3.381951 1.681979 2.159674 0.0 -0.1 0.0 -1.05
H 3.263422 -0.832358 -1.452644 0.0 0.0 0.0 0.27
Se 0.782010 1.528995 0.592205 -0.1 0.0 0.3 0.14
H -4.739585 3.593017 -2.641570 0.0 0.0 0.0 0.47
H 0.686317 -5.405012 -2.379549 0.0 -0.1 0.0 0.48
H -0.960423 -4.846370 -2.215474 0.0 0.1 0.0 0.43
C -0.415097 -6.920260 0.353512 0.0 0.0 0.0 -1.24
H -0.584201 -7.070531 -0.714072 0.0 0.0 0.0 0.34
H -1.104246 -7.574708 0.887399 0.0 0.0 0.0 0.43
C -2.944607 4.902627 2.296190 -0.1 -0.1 0.0 -1.51
H 3.496421 -8.507335 -1.592775 0.0 0.0 0.0 0.45
H -5.032579 2.390475 -0.502800 0.0 0.0 0.0 0.56
C 2.854697 -0.828641 2.670679 0.1 0.0 0.0 -0.27
C 3.501406 -7.873598 -0.716201 0.0 0.0 0.0 -0.84
H -3.545869 2.352816 -2.244210 0.0 0.0 0.0 0.25
O -5.407971 4.675983 -0.600785 0.0 0.0 0.0 -0.67
H -2.416806 5.756644 -2.774069 0.0 0.0 0.0 0.50
H -5.427903 5.634426 -0.694119 0.0 0.0 0.0 0.54
C -2.526242 0.692854 2.220444 0.1 0.1 0.0 -0.93
N 1.315492 2.698985 -0.579741 0.0 0.1 -0.2 -0.30
H 4.074302 -3.515295 1.039959 0.0 -0.1 0.1 0.84
C -2.784899 1.013464 0.165254 0.0 0.0 0.0 -0.39
C 0.807386 0.135772 -3.122418 0.0 0.0 0.0 -1.09
H 4.542737 -9.296109 0.505997 0.0 0.0 0.0 0.43
C 1.578506 2.220514 -4.152173 0.0 0.0 0.0 -0.75
H -1.174992 3.826344 -2.000955 0.0 0.0 0.0 0.68
H -2.701553 6.474012 -1.202211 0.0 0.0 0.0 0.38
H -1.146181 3.049766 3.096149 0.0 0.0 0.0 0.52
H -2.744193 0.963909 -0.910241 0.0 0.0 0.0 0.26
C 0.080468 -4.524981 -2.143966 0.1 0.0 0.0 -0.47
C 1.290680 2.150462 -1.778225 0.0 0.0 0.1 0.39
H -3.508641 6.190406 0.659160 0.0 0.0 0.0 0.56
C 4.109590 -7.486683 1.573932 0.0 0.0 0.0 -0.79
S -2.506839 -3.077705 2.184496 0.2 0.1 0.1 0.22
C 2.936648 -5.774057 0.337288 0.0 -0.1 0.0 -0.14
H 1.082907 6.960673 1.073464 0.0 0.0 0.0 0.49
C 3.036849 -3.351979 0.740514 0.1 -0.1 0.1 -0.33
H 2.977358 0.254082 2.601860 0.0 0.0 0.0 0.38
H 0.975430 -0.701206 3.761822 0.0 0.0 0.0 0.15
C -3.142004 4.323957 -1.340375 0.0 0.0 0.0 2.93
H 3.264796 0.566226 -0.374708 0.0 0.0 0.0 0.27
N -2.112552 0.240705 1.005096 -0.1 -0.1 0.1 0.55
H 3.533155 -5.593191 2.393036 0.0 0.0 0.0 0.48
C 1.937749 -1.214028 3.823548 0.0 0.0 0.0 -1.28
C 1.339747 5.015751 1.936709 0.1 0.0 0.0 0.43
H -3.230059 5.645060 3.046964 0.0 0.0 0.0 0.57
C -0.789128 6.061496 1.630124 0.0 0.0 0.0 -0.26
C 0.865001 0.765631 -1.850296 0.1 0.0 0.0 1.06
H 5.286484 -1.756564 -0.239967 0.0 0.0 0.0 0.37
C 0.590894 6.097076 1.499203 0.0 0.0 0.0 -0.74
C -3.825131 5.232546 1.077926 0.1 0.1 0.0 -1.53
C -1.697748 3.917033 -1.045172 0.0 0.0 0.0 -1.31
S -3.373375 -2.898319 0.419560 0.0 0.0 -0.2 0.19
C -0.670157 -5.463747 0.779734 0.0 -0.1 -0.1 -0.41
Pt -0.060168 -1.543788 0.303850 0.3 -0.2 -0.1 1.49
S -2.195286 -2.271482 -0.967326 0.0 0.2 0.2 0.04
H 1.102426 0.379278 -5.193974 0.0 0.0 0.0 0.50
Ge 0.487261 -4.265019 -0.248928 0.1 0.1 0.0 -0.25
H -0.495233 -5.346279 1.847577 0.0 0.0 0.0 0.56
S -0.603297 -2.522099 2.212842 -0.2 -0.1 0.0 -0.17
C -3.681542 3.415147 -2.457731 0.0 0.0 0.0 -2.14
H 5.605232 -0.157896 -0.891970 0.0 0.0 0.0 0.41
H -4.062841 6.085421 -2.275913 0.0 0.0 0.0 0.54
H 1.437752 -3.100133 -3.073630 0.0 0.0 0.0 0.36
H -1.712717 -5.215418 0.569244 0.0 0.0 0.0 0.19
H 0.597619 -7.241210 0.586075 0.0 0.0 0.0 0.29
H -1.613872 2.964376 -0.526073 0.0 0.0 0.0 -0.34
C 0.393021 -3.411611 -3.125157 0.0 0.0 0.0 -0.96
C -4.527034 2.851289 0.342583 0.0 0.0 0.0 -2.40
N 0.580999 0.240165 -0.661833 -0.2 -0.2 -0.3 -0.58
N -3.533011 1.891365 0.835043 0.0 0.0 0.1 1.33
C 4.093691 -8.313413 0.459295 0.0 0.0 0.0 -0.49
H 1.843826 2.730940 -5.067582 0.0 0.0 0.0 0.45
H 2.488125 -6.285824 -1.709475 0.0 0.0 0.0 0.32
Cl 3.066849 5.023359 1.766728 -0.1 0.0 0.0 -0.20
Ge 2.481824 -1.514318 0.871926 -0.4 0.2 -0.1 -0.58
C -3.090542 5.747933 -1.915853 0.0 0.0 0.0 -2.15
H -5.253890 2.952043 1.144977 0.0 0.0 0.0 0.41
C 1.650217 2.862835 -2.965795 0.0 0.0 0.0 -0.76
H -0.234771 -2.546694 -2.921395 0.0 0.0 0.0 -0.02
H 2.387626 -0.936045 4.776647 0.0 0.0 0.0 0.43
H -1.361891 6.921525 1.302227 0.0 0.0 0.0 0.44
H 1.327618 3.134872 2.953316 0.0 0.0 0.0 0.94
H 4.565871 -7.825335 2.494430 0.0 0.0 0.0 0.43
H -2.180489 0.295572 3.162478 0.0 0.0 0.0 0.42
H 1.966589 3.892530 -2.872012 0.0 0.0 0.0 0.60
H 3.858838 -1.229619 2.851716 0.0 0.0 0.0 0.50
C 2.921111 -6.616315 -0.773675 0.0 0.0 -0.1 0.32
H -4.818447 5.413678 1.494928 0.0 0.0 0.0 0.44
C 3.511451 -0.492662 -0.445781 0.0 -0.1 0.0 -0.01
H 0.499898 -0.891117 -3.206759 0.0 0.0 0.0 0.29
C -0.664317 3.897535 2.623255 0.0 0.0 0.0 0.34
C 2.353205 -4.406947 0.311315 -0.1 0.1 -0.1 0.42
H 1.756686 -2.290738 3.857848 0.0 0.0 0.0 0.34
H -1.166149 4.656857 -0.453896 0.0 0.1 0.1 0.17
C 5.005578 -0.705468 -0.165006 0.0 0.0 0.0 -1.44
C -1.443875 4.950138 2.159032 0.0 0.0 -0.1 0.06
H -3.230401 3.940995 2.719325 0.0 0.0 0.0 0.53
C 0.722589 3.929108 2.530551 0.0 0.0 0.0 -1.47
```
Forces are in eV/Å.

Output
Frontier orbital gap (spin up / spin down), Eh: 0.15160 / 0.15158
LUMO (spin up / spin down), Ha: -0.3198 / -0.3199
Charge: +2



3.
Molecular formula: C4H12N2O
Method: DFT, ωB97M-V/def2-TZVPD

```
19
Properties=species:S:1:pos:R:3:forces:R:3:mulliken_charge:R:1
H 1.887320 1.700060 -2.208328 0.1 -0.5 -0.1 0.34
H 0.106817 1.854828 0.820462 0.3 0.3 -0.7 0.28
O 0.762054 -3.034350 1.380072 -0.4 0.4 0.1 -0.55
N 0.313434 0.807887 -1.090935 -1.1 0.3 0.6 -0.20
C -1.059129 0.131364 0.833521 0.5 0.0 -2.1 -0.67
H -0.072557 -2.444403 -0.343893 -0.3 1.0 -0.2 0.27
H 0.828204 -0.011064 -0.815952 0.6 0.4 -0.2 0.23
C -0.179261 -2.191361 0.715501 -0.3 -1.0 0.9 -0.33
H -1.811783 -0.320443 0.170064 0.2 -0.3 0.2 0.34
H 0.837740 2.819798 -1.521296 -0.4 -0.2 0.1 0.32
H 1.605025 -2.594493 1.232149 0.3 -0.1 0.1 0.32
H -1.263042 1.951216 -0.327015 0.1 0.1 0.0 0.37
C 0.831466 1.816878 -1.971030 0.8 0.3 -0.2 -0.98
H 0.289472 1.862628 -2.918776 -0.1 0.1 0.0 0.25
C -0.445999 1.311504 0.023208 -0.7 -0.6 1.4 -0.55
N 0.061876 -0.819746 1.124694 -0.9 0.7 0.2 -0.42
H -1.182431 -2.493053 1.059227 0.2 -0.3 -0.2 0.37
H -1.618045 0.481745 1.700088 0.4 0.0 0.3 0.37
H 0.108840 -0.828993 2.138238 0.4 -0.4 0.0 0.24
```
Forces are in eV/Å.

Output
SMILES string: CNCCNCO
Frontier orbital gap, Eh: 0.34494
LUMO, Ha: 0.0397



4.
Molecular formula: C52H70GeN6O2P3Zr
Method: DFT, ωB97M-V/def2-TZVPD

```
135
Properties=species:S:1:pos:R:3:forces:R:3:mulliken_charge:R:1
C 5.808749 -2.991132 2.083336 0.1 0.0 0.0 -0.97
N -2.238274 -0.853790 0.123824 0.1 -0.3 0.6 1.02
C -2.242950 0.466693 3.706790 0.0 0.0 0.1 -1.62
H -4.605084 -0.685819 -5.463972 0.0 0.0 0.0 0.45
C 1.032545 -2.724929 2.139363 -0.1 -0.3 0.0 -1.21
C 1.101520 2.793277 -2.898352 -0.1 -0.1 0.2 0.78
H 2.294061 -3.797772 -2.122970 0.1 0.1 0.1 0.29
H 5.697807 2.737577 -0.044470 -0.1 0.1 0.0 0.67
H 1.941772 3.828140 2.595335 0.0 0.0 0.0 0.25
C 4.161498 -4.104593 0.730186 0.0 -0.1 0.0 -0.41
H -1.004458 -5.169672 -2.862380 0.0 0.0 0.1 0.55
C -5.338861 0.281421 -2.322759 -0.1 0.1 0.1 -0.28
C 1.778430 -0.192370 -4.978866 0.1 0.0 0.0 -1.75
H -0.523719 3.267795 -1.457377 0.0 0.0 0.0 0.03
C 4.137221 -1.723104 0.927385 -0.2 0.2 0.0 -1.29
C 2.745641 4.382134 -0.063362 -0.1 0.1 0.0 -0.76
H 3.746626 -5.033106 0.356839 0.0 0.0 0.0 0.57
H -6.172955 0.384414 -1.636240 0.1 0.0 0.0 0.57
C -4.064034 0.645574 -1.922040 0.0 -0.1 0.3 -0.49
H -5.559375 -2.203738 3.029024 0.0 0.0 0.0 0.49
C -0.439745 -4.611625 1.372658 0.0 0.0 0.1 -1.48
N -1.661376 0.723018 -2.215625 -0.1 0.3 -0.4 1.39
C -3.170913 -0.004244 -4.031964 0.0 0.0 -0.1 -0.63
H 1.383339 -5.174963 -2.692296 0.0 0.0 0.0 0.56
H -0.566081 -4.870191 2.427722 0.0 0.0 -0.1 0.45
C 5.697535 -5.554483 2.005373 0.2 0.0 0.1 0.50
C 0.109965 -3.686476 -1.823011 0.2 0.0 0.1 0.30
H -0.908154 -5.495716 -1.142243 0.0 0.1 -0.1 0.41
N 2.418156 2.018070 0.115388 0.2 0.3 0.0 2.12
H 2.617285 -0.578017 -5.560002 0.0 0.0 0.0 0.51
C -3.830019 2.541253 -0.431048 0.1 -0.1 0.2 -0.27
H -6.000265 1.529202 0.977996 0.0 -0.1 0.0 0.59
H -0.928590 -0.827543 2.645850 -0.1 -0.1 -0.1 -0.68
C 3.763989 1.866767 0.118748 0.1 -0.4 0.0 -0.10
C -0.829768 -0.009616 3.355939 0.0 0.1 0.1 2.02
C -4.744825 4.721784 -0.634285 0.0 0.1 0.1 -0.96
H 7.569652 -5.049941 2.043495 0.0 0.0 0.0 0.34
H -2.235191 1.265697 4.451878 0.0 -0.1 -0.1 0.27
C 1.934659 3.259107 0.030880 0.1 -0.1 0.0 -1.03
H 6.652950 -3.017187 2.763409 -0.1 0.0 0.0 0.44
H -3.427341 -2.626442 1.866931 0.0 0.1 0.0 0.44
H 1.952358 3.181805 -2.338348 0.1 0.0 0.0 0.21
C -0.572912 0.455462 -3.132569 -0.2 0.0 0.1 -3.10
H -2.778902 -0.375480 4.148232 0.0 0.0 0.0 0.49
H -0.627413 -1.395273 4.989930 0.0 0.0 0.0 0.50
C 2.284221 0.134563 -3.569216 0.0 -0.1 0.1 0.31
H -0.407671 3.443054 1.631190 0.0 0.0 0.0 1.27
H 1.405280 -1.696896 1.952102 0.0 0.1 0.1 -0.06
H 0.861699 3.352607 0.028757 -0.1 0.0 0.0 0.22
P 1.038223 0.985668 -2.486576 0.1 -0.3 0.0 1.34
H -5.472532 5.401348 -1.062020 0.1 0.0 0.0 0.52
H -1.038666 -2.579485 1.639980 -0.1 0.1 0.0 -0.47
H -2.816055 0.792417 2.838926 0.0 0.0 0.0 0.35
C -5.543002 -0.201228 -3.602330 0.0 0.0 -0.1 -1.03
H 2.741643 -2.832031 -0.232829 -0.2 0.0 -0.2 -0.43
C -0.981094 2.555170 1.916089 0.0 -0.1 0.0 -3.18
C 1.444605 -4.434252 -1.892443 -0.1 -0.1 0.1 -1.19
H -2.306151 4.737486 1.753909 0.0 0.0 0.0 0.63
O 4.864295 -6.398689 2.136592 -0.1 0.0 -0.1 -0.48
H 1.401852 4.149336 -4.518864 0.0 -0.1 0.0 0.48
H -0.564488 2.386088 5.038516 0.1 0.0 0.0 0.34
H 0.566577 2.688919 -5.017669 0.0 0.0 0.0 0.34
H 5.353876 0.367708 0.347896 0.0 0.1 0.0 1.06
H 0.936203 -0.827444 4.405798 0.0 0.0 0.0 0.42
H -2.034071 -4.272901 -1.766397 0.1 0.0 0.0 0.26
H -1.006444 3.274728 -3.142213 0.0 0.0 0.0 0.40
H -0.497976 -0.608943 -3.393858 0.0 0.0 0.0 0.86
C -0.162870 -3.112122 1.266271 0.3 -0.1 0.0 0.85
C -3.491913 -0.776166 0.762630 0.0 -0.1 0.0 0.60
H -5.388583 3.043391 -1.818430 0.0 0.0 0.0 0.64
C -2.961811 4.356347 0.982162 0.0 0.0 0.0 -1.03
H 0.763733 -2.767485 3.193236 0.0 0.0 0.0 0.61
H -0.010191 3.868741 4.234309 0.0 -0.1 0.0 0.35
H -1.354867 -4.903685 0.857910 0.0 0.0 0.1 0.44
H 0.387873 -5.211173 0.988054 -0.1 0.0 0.0 0.26
H -6.812017 -0.112808 2.648262 0.0 0.0 0.0 0.53
C 4.274350 0.510733 0.350540 0.5 0.6 -0.2 -0.81
H 3.051576 2.431829 2.598153 0.0 0.0 0.0 0.10
H 3.495943 -1.659929 -3.551905 0.0 0.0 0.0 0.73
C -4.455991 -0.323413 -4.455026 0.1 0.0 0.0 -1.04
O 6.984838 -5.785691 2.264574 -0.1 0.1 0.0 -0.44
C -5.887175 -0.293589 2.115772 0.0 0.0 0.0 -1.12
H 1.945238 -1.839207 -2.751376 0.0 0.0 0.0 -0.21
P -0.078777 -2.421004 -0.458454 -0.3 -0.1 0.0 2.60
H 2.297960 5.368228 -0.103578 0.0 -0.1 0.0 0.61
H 1.641953 -4.983013 -0.968149 0.0 0.0 -0.1 0.15
H 1.382881 0.663580 -5.516205 0.0 0.0 0.0 0.36
C 5.238085 -1.762127 1.768818 0.1 0.1 0.2 -0.48
C -1.039484 -4.702171 -1.875995 0.0 -0.1 -0.1 -1.65
N -1.908173 2.137153 0.875789 0.3 0.3 -0.2 1.03
C -2.949505 0.474238 -2.738561 0.1 -0.1 -0.2 0.76
H -2.398266 -2.906596 -0.251609 -0.1 0.0 0.0 1.22
C 4.628704 2.918732 -0.025814 0.3 0.4 0.0 -0.83
C -4.707848 3.408825 -1.059157 0.0 0.1 -0.1 -0.68
C 2.775703 -1.152099 -2.908148 0.0 0.1 0.0 -1.35
H -2.133143 -1.937358 -1.696328 0.0 0.0 0.0 0.50
C 4.111315 4.216275 -0.114115 0.2 0.0 0.0 -1.28
H -1.536556 2.821412 2.814724 -0.1 0.0 0.0 1.40
C 5.270491 -4.165101 1.570709 0.0 0.0 0.1 -0.02
H 3.119419 0.837367 -3.631826 0.0 0.1 0.0 0.98
H -6.536666 -0.469871 -3.933950 0.0 0.0 0.0 0.52
C 2.329498 2.996975 3.188635 0.0 0.0 0.1 -1.03
C -1.871573 -2.033659 -0.633996 -0.2 0.3 -0.1 -2.49
C 0.313752 2.929077 4.689268 0.0 0.0 0.1 -1.70
H 3.280385 -0.974590 -1.955568 0.0 0.0 0.1 0.09
N -3.773436 1.164301 -0.610264 -0.5 0.0 0.0 1.42
H 1.882933 -3.389047 1.988657 -0.1 0.1 0.0 0.46
C -0.183335 3.515318 -2.465925 0.0 0.1 0.0 -1.38
C -3.884754 5.181488 0.405346 -0.1 0.0 -0.2 -0.86
H 2.872012 3.435514 4.027803 0.0 0.0 0.0 0.53
H 0.905082 3.185837 5.570131 0.0 0.0 0.0 0.51
C -0.094331 -0.526699 4.599632 -0.1 0.0 0.0 -2.01
H -3.956952 6.210820 0.734426 0.0 0.0 0.0 0.50
P 0.204289 1.246508 2.448668 -0.3 -0.2 -0.2 1.10
C 3.598816 -2.887411 0.418217 0.1 -0.2 -0.3 0.97
H 4.772361 5.071175 -0.207147 0.0 -0.1 0.0 0.54
C 1.203422 2.121782 3.739639 0.2 0.0 -0.2 0.33
H 5.623163 -0.858711 2.234071 0.0 -0.1 -0.1 0.62
N 3.497096 -0.474605 0.571700 0.4 -0.5 0.3 0.43
H -2.348957 -0.132814 -4.724009 -0.1 0.0 0.0 0.55
H 2.319540 2.666441 -4.725859 0.0 0.0 0.0 0.47
H 1.665118 1.304674 4.295506 0.0 -0.1 0.0 0.80
H -0.705474 0.999014 -4.072070 0.0 0.0 -0.1 1.28
C -5.178852 -1.470942 2.328013 0.0 -0.1 0.0 -0.98
H 0.022515 -3.043719 -2.706751 0.0 0.1 -0.1 0.21
Ge -1.373756 0.710789 -0.377883 -0.2 -0.3 0.1 0.69
C -5.429170 0.630274 1.187455 0.0 0.1 -0.1 -0.44
Zr 1.279962 0.067309 0.146766 -0.6 -0.1 -0.1 -3.29
C -2.869196 3.014396 0.529118 -0.2 0.2 0.1 1.33
H -0.082212 0.221665 5.392970 0.0 -0.1 0.0 0.37
C 1.367922 3.065970 -4.379173 0.0 0.1 -0.1 -1.63
C -4.257270 0.360120 0.500992 0.2 0.0 -0.2 -0.31
H 1.014880 -0.972174 -4.957876 0.0 0.0 0.0 0.31
H -0.023997 4.596452 -2.516093 0.0 -0.1 0.0 0.48
C -3.980587 -1.712968 1.664642 0.0 0.0 0.1 -0.28
```
Forces are in eV/Å.

Output
Spin multiplicity: 2
Frontier orbital gap (spin up / spin down), Eh: 0.17408 / 0.17557
LUMO (spin up / spin down), Ha: -0.4469 / -0.4469
⟨S²⟩: 0.77
Charge: +4



no.,maximum force (eV Å⁻¹)
1,4.95
2,0.41
3,2.15
4,0.81